(1)
{"formula": "C4H15N2O", "method": "ωB97M-V/def2-TZVPD", "multiplicity": 1, "homo_energy_ha": -0.446, "gap_ev": 8.9795, "charge": 1, "relative_energy_kcal_mol": 47.4, "symbols": ["N", "C", "C", "C", "N", "C", "H", "H", "H", "H", "H", "H", "H", "H", "H", "H", "H", "H", "H", "H", "H", "O"], "xyz": [[-1.26, -0.84, -0.47], [-0.20, 0.27, -0.39], [-1.00, 1.42, -1.06], [0.10, 0.56, 1.12], [1.06, 1.57, 1.36], [2.47, 1.48, 1.13], [-0.84, -1.78, -0.25], [-1.46, -1.12, -1.43], [-1.93, -0.64, 0.27], [0.68, -0.03, -0.95], [-1.92, 1.77, -0.52], [-0.23, 2.22, -1.08], [-1.31, 1.33, -2.18], [0.45, -0.41, 1.52], [-0.97, 0.73, 1.56], [0.70, 2.49, 1.17], [3.01, 2.06, 1.91], [2.88, 2.03, 0.21], [2.69, 0.42, 1.00], [-0.10, -3.99, -1.50], [-1.51, -4.17, -0.88], [-0.90, -3.52, -1.25]]}



(2)
{"formula": "C4H15N2O", "method": "ωB97M-V/def2-TZVPD", "multiplicity": 1, "homo_energy_ha": -0.517, "gap_ev": 11.3549, "charge": 1, "relative_energy_kcal_mol": 7.1, "symbols": ["C", "C", "C", "C", "N", "N", "H", "H", "H", "H", "H", "H", "H", "H", "H", "H", "H", "H", "H", "H", "H", "O"], "xyz": [[-1.03, 2.06, -0.02], [-0.26, 0.79, -0.45], [1.25, 1.03, -0.25], [2.11, -0.16, -0.58], [1.74, -1.36, 0.16], [-0.72, -0.31, 0.51], [-0.86, 2.16, 1.05], [-2.09, 2.00, -0.25], [-0.55, 2.93, -0.45], [-0.57, 0.38, -1.41], [1.47, 1.95, -0.79], [1.43, 1.38, 0.77], [3.15, 0.17, -0.41], [2.13, -0.39, -1.65], [2.23, -1.44, 1.05], [2.09, -2.20, -0.30], [-1.58, -0.78, 0.21], [-0.76, 0.00, 1.47], [0.10, -1.02, 0.47], [-3.44, -2.13, 0.91], [-3.17, -2.66, -0.40], [-2.68, -2.39, 0.37]]}



(3)
{"formula": "C4H15N2O2", "method": "ωB97M-V/def2-TZVPD", "multiplicity": 1, "homo_energy_ha": -0.476, "gap_ev": 9.8199, "charge": 1, "relative_energy_kcal_mol": 37.8, "symbols": ["N", "C", "C", "C", "O", "C", "N", "H", "H", "H", "H", "H", "H", "H", "H", "H", "H", "H", "H", "H", "H", "H", "O"], "xyz": [[1.25, -1.53, -0.25], [0.65, -0.31, 0.39], [-0.64, -0.74, 1.07], [-1.49, 0.33, 1.70], [-0.43, -1.91, 1.88], [0.67, 0.92, -0.53], [1.96, 1.54, -0.40], [1.79, -2.14, 0.36], [0.53, -2.11, -0.61], [1.83, -1.26, -1.05], [1.31, -0.06, 1.22], [-1.30, -1.23, 0.33], [-1.20, 0.71, 2.68], [-1.50, 1.20, 1.05], [-2.52, 0.03, 1.79], [-0.31, -1.70, 2.81], [-0.13, 1.57, -0.22], [0.39, 0.86, -1.59], [2.12, 2.34, 0.19], [2.67, 1.49, -1.11], [-1.27, 0.81, -3.69], [-2.66, 0.58, -3.15], [-1.74, 0.62, -2.87]]}



(4)
{"formula": "C4H15N2O2", "method": "ωB97M-V/def2-TZVPD", "multiplicity": 1, "homo_energy_ha": -0.499, "gap_ev": 10.8179, "charge": 1, "relative_energy_kcal_mol": 40.4, "symbols": ["N", "C", "C", "O", "C", "N", "C", "H", "H", "H", "H", "H", "H", "H", "H", "H", "H", "H", "H", "H", "H", "H", "O"], "xyz": [[0.18, 0.48, 0.99], [-0.80, -0.44, 0.27], [-2.06, 0.42, 0.16], [-2.30, 1.06, 1.44], [-0.19, -0.86, -1.07], [1.19, -0.40, -1.24], [1.17, 0.90, -1.94], [1.07, -0.02, 1.07], [-0.27, 0.72, 1.86], [0.21, 1.30, 0.40], [-1.08, -1.26, 0.93], [-3.01, -0.01, -0.14], [-1.87, 1.27, -0.51], [-2.96, 0.55, 1.88], [-0.32, -1.93, -1.23], [-0.87, -0.47, -1.85], [1.66, -0.97, -1.92], [0.40, 1.62, -1.65], [1.10, 0.85, -3.03], [2.09, 1.48, -1.77], [2.91, -0.96, 2.26], [1.73, -2.01, 2.86], [2.04, -1.34, 2.24]]}



(5)
{"formula": "C4H15N2O2", "method": "ωB97M-V/def2-TZVPD", "multiplicity": 1, "homo_energy_ha": -0.440, "gap_ev": 9.1353, "charge": 1, "relative_energy_kcal_mol": 12.5, "symbols": ["C", "C", "C", "C", "N", "N", "H", "H", "H", "H", "H", "H", "H", "H", "H", "H", "H", "H", "H", "O", "H", "H", "O"], "xyz": [[-0.88, -1.41, -0.53], [-1.61, -0.38, 0.32], [-0.68, 0.61, 0.98], [0.20, 1.34, 0.29], [1.21, 2.12, 0.85], [0.14, -2.17, 0.29], [-0.35, -0.95, -1.35], [-1.57, -2.16, -0.91], [-2.30, 0.13, -0.37], [-2.20, -0.88, 1.09], [-0.74, 0.74, 2.05], [0.22, 1.27, -0.79], [1.01, 2.45, 1.79], [1.52, 2.89, 0.29], [0.56, -2.92, -0.26], [0.94, -1.59, 0.66], [-0.30, -2.61, 1.10], [-1.15, 0.88, -3.67], [-1.85, 1.67, -2.57], [-1.25, 0.92, -2.71], [3.19, -0.96, 1.45], [2.29, 0.25, 1.11], [2.38, -0.72, 0.99]]}



(6)
{"formula": "C4H15N2O2", "method": "ωB97M-V/def2-TZVPD", "multiplicity": 1, "homo_energy_ha": -0.494, "gap_ev": 10.2516, "charge": 1, "relative_energy_kcal_mol": 96.4, "symbols": ["C", "C", "C", "C", "N", "N", "H", "H", "H", "H", "H", "H", "H", "H", "H", "H", "H", "H", "H", "O", "H", "H", "O"], "xyz": [[0.29, 0.14, 2.20], [1.08, -0.62, 1.31], [1.57, -0.20, -0.17], [0.66, -0.54, -2.24], [0.49, 0.02, -1.11], [-0.98, 0.36, 1.55], [0.78, 1.18, 2.34], [0.38, -0.34, 3.26], [2.09, -0.76, 1.75], [0.61, -1.69, 1.06], [2.23, 0.67, -0.30], [2.17, -1.02, -0.32], [1.56, -0.86, -2.78], [-0.23, -0.48, -3.06], [-1.26, -0.59, 1.06], [-1.71, 0.64, 2.26], [-1.00, 1.09, 0.67], [-0.65, 4.35, -1.74], [0.35, 3.98, -2.96], [-0.23, 3.76, -2.23], [-3.17, -2.45, -0.34], [-2.59, -3.75, -0.37], [-2.47, -2.89, 0.15]]}



no.,lowest unoccupied orbital energy (Ha)
1,-0.1158
2,-0.0998
3,-0.1151
4,-0.1017
5,-0.1039
6,-0.1170